Computed, not measured: a molecular structure, C18H53FNbO19P4S at a distorted geometry, with ωB97M-V/def2-TZVPD.

Structure (ORCA input):
```
! RIJCOSX wB97M-V def2-TZVPD def2/J DEFGRID3
* xyz -1 1
C -4.21 4.76 -5.76
C -3.95 3.44 -6.58
C -5.21 2.89 -7.37
F -4.77 1.72 -8.09
Nb -7.00 2.33 -5.99
C -8.33 2.53 -7.83
C -8.78 4.06 -7.97
C -10.27 4.40 -7.52
S -10.87 3.62 -5.97
O -10.97 2.14 -6.02
O -12.27 4.15 -5.77
O -10.02 4.12 -4.62
H -4.54 5.59 -6.47
H -3.23 5.06 -5.28
H -4.94 4.62 -4.91
H -3.48 2.61 -5.98
H -3.17 3.71 -7.38
H -5.64 3.65 -8.09
H -6.75 0.58 -6.42
H -5.84 2.07 -4.60
H -7.22 4.07 -5.52
H -8.37 1.80 -4.91
H -9.18 1.79 -7.91
H -7.66 2.32 -8.73
H -8.74 4.31 -9.09
H -8.00 4.74 -7.50
H -11.04 4.21 -8.32
H -10.29 5.52 -7.33
H -10.44 4.98 -4.41
C -0.91 0.20 -6.90
O -0.87 0.67 -5.54
P 0.16 -0.23 -4.49
O -0.45 0.39 -3.25
O 1.48 0.60 -5.00
C 1.46 2.02 -5.02
O 1.18 -1.34 -3.70
C 1.50 -1.12 -2.34
H -1.46 0.93 -7.50
H 0.10 0.09 -7.30
H -1.44 -0.76 -6.93
H 0.76 2.43 -4.29
H 1.19 2.36 -6.02
H 2.46 2.38 -4.79
H 0.64 -1.34 -1.70
H 1.86 -0.10 -2.17
H 2.30 -1.82 -2.06
C 4.74 0.46 3.26
O 5.82 0.42 2.31
P 5.34 0.04 0.70
O 6.77 -0.25 0.27
O 4.92 1.59 0.39
C 5.84 2.64 0.69
O 4.58 -0.44 -0.75
C 5.34 -0.51 -1.94
H 5.12 0.87 4.19
H 3.94 1.10 2.89
H 4.37 -0.55 3.42
H 6.87 2.30 0.67
H 5.61 3.05 1.67
H 5.70 3.42 -0.05
H 6.00 -1.38 -1.92
H 5.91 0.41 -2.11
H 4.64 -0.64 -2.77
C 4.47 -4.77 6.97
O 5.36 -4.77 5.84
P 5.98 -3.22 5.41
O 6.46 -3.72 4.05
O 7.16 -3.32 6.54
C 7.97 -4.49 6.62
O 6.38 -1.58 5.18
C 7.31 -1.22 4.17
H 4.27 -5.80 7.24
H 4.92 -4.26 7.82
H 3.53 -4.28 6.69
H 8.04 -5.00 5.65
H 7.56 -5.17 7.37
H 8.97 -4.19 6.94
H 6.87 -1.33 3.19
H 8.23 -1.81 4.26
H 7.56 -0.16 4.31
C -1.31 -4.69 7.55
O -0.10 -4.74 8.32
P 0.45 -3.23 8.93
O 1.81 -3.84 9.24
O -0.56 -3.35 10.22
C -0.62 -4.57 10.95
O 0.88 -1.67 9.47
C 2.00 -1.52 10.33
H -1.64 -5.71 7.36
H -2.09 -4.16 8.10
H -1.12 -4.18 6.60
H 0.31 -5.14 10.88
H -1.45 -5.17 10.58
H -0.81 -4.32 12.00
H 2.93 -1.66 9.77
H 1.95 -2.21 11.17
H 1.99 -0.49 10.70
*
```

Properties
Gap between HOMO and LUMO: 2.4 eV
HOMO: -4.5 eV
Strongest force on any atom: 10.0 eV Å⁻¹
DFT total energy: -4067.04710 Eh

Results of the Mulliken charge analysis, in e, for atoms 1 through 6: -0.932, -0.072, -0.198, -0.418, -0.584, -1.257

=====

Computed, not measured: 2 unconnected molecules or ions with the total composition C5H10N4 at a distorted geometry, with ωB97M-V/def2-TZVPD.

Structure (ORCA input):
```
! RIJCOSX wB97M-V def2-TZVPD def2/J DEFGRID3
* xyz 0 1
C -0.13 2.25 0.22
C 0.81 -0.31 -1.38
C 1.26 2.80 0.13
C 0.28 -1.51 0.70
C -0.07 -2.46 -1.57
N -1.23 2.10 0.62
N 1.08 0.66 -1.91
N -2.23 1.49 1.05
N 0.27 -1.35 -0.74
H 1.27 3.91 0.17
H 1.76 2.46 1.02
H 1.48 2.33 -0.79
H 0.02 -0.61 1.19
H -0.55 -2.27 0.84
H 1.21 -1.92 0.99
H 0.64 -3.45 -1.68
H -1.02 -2.87 -1.35
H -0.03 -2.20 -2.65
H -3.01 2.05 0.70
*
```

Properties
Gap between HOMO and LUMO: 8.5 eV
Relative energy (zero: lowest compared OMol25 entry of this formula, charge and spin): 496.6 kJ/mol
HOMO: -7.8 eV
Strongest force on any atom: 4.5 eV Å⁻¹
DFT total energy: -415.36772 Eh

Results of the Mulliken charge analysis, in e, for atoms 1 through 6: 0.278, 0.450, -0.943, -0.867, -0.975, 0.556

=====

Computed, not measured: a single C22H22N2O6 molecule at a distorted geometry, with ωB97M-V/def2-TZVPD.

Structure (ORCA input):
```
! RIJCOSX wB97M-V def2-TZVPD def2/J DEFGRID3
* xyz 0 1
C -2.40 -1.87 0.74
C -3.62 -1.95 1.23
C -4.87 -1.45 0.56
C -4.58 -0.53 -0.59
C -4.67 -0.96 -1.91
C -4.37 -0.10 -2.96
C -3.96 1.19 -2.69
C -3.87 1.64 -1.38
C -4.18 0.79 -0.34
O -4.12 1.14 0.99
C -3.75 2.45 1.33
C -2.27 2.77 1.05
O -1.87 3.89 0.87
N -1.50 1.65 1.05
N -0.18 1.69 0.82
C 0.48 0.61 0.83
C 1.91 0.60 0.59
C 2.61 1.79 0.37
C 3.97 1.79 0.13
C 4.66 0.58 0.12
O 6.02 0.46 -0.05
C 6.77 1.33 -0.75
C 8.21 0.88 -0.73
O 6.35 2.30 -1.32
C 3.99 -0.62 0.35
C 2.62 -0.61 0.57
O 1.91 -1.77 0.83
C 2.15 -2.92 0.16
C 1.22 -4.00 0.65
O 2.97 -3.05 -0.71
H -1.55 -2.27 1.28
H -2.19 -1.42 -0.22
H -3.79 -2.43 2.19
H -5.45 -2.31 0.22
H -5.46 -0.91 1.30
H -4.98 -1.97 -2.11
H -4.44 -0.45 -3.98
H -3.72 1.86 -3.50
H -3.54 2.65 -1.20
H -3.91 2.53 2.41
H -4.38 3.20 0.84
H -1.95 0.74 1.22
H 0.01 -0.36 1.02
H 2.05 2.71 0.38
H 4.49 2.72 -0.04
H 8.30 -0.05 -1.29
H 8.52 0.70 0.29
H 8.83 1.64 -1.19
H 4.54 -1.54 0.33
H 1.04 -3.89 1.71
H 1.64 -4.97 0.42
H 0.27 -3.90 0.12
*
```

Properties
SMILES: C=CCc1ccccc1OCC(=O)N/N=C/c1ccc(OC(C)=O)cc1OC(C)=O
Gap between HOMO and LUMO: 8.6 eV
Relative energy (zero: lowest compared OMol25 entry of this formula, charge and spin): 345.7 kJ/mol
HOMO: -8.4 eV
Strongest force on any atom: 1.2 eV Å⁻¹
DFT total energy: -1412.47612 Eh

Results of the Mulliken charge analysis, in e, for atoms 1 through 6: -0.896, -0.164, -1.085, 0.111, -0.438, -0.705

=====

Computed, not measured: 2 unconnected molecules or ions with the total composition C4H8O2 at a distorted geometry, with ωB97M-V/def2-TZVPD.

Structure (ORCA input):
```
! RIJCOSX wB97M-V def2-TZVPD def2/J DEFGRID3
* xyz 0 1
C -1.37 1.53 -1.16
C -1.27 2.94 -1.70
O -0.97 3.79 -0.91
H -1.32 0.75 -1.94
H -2.34 1.45 -0.65
H -0.56 1.34 -0.43
H -1.41 3.08 -2.80
C 1.04 -2.16 1.97
C 1.68 -2.13 0.59
O 1.10 -1.66 -0.39
H 1.54 -1.31 2.47
H 1.22 -3.07 2.57
H -0.04 -1.96 1.94
H 2.69 -2.58 0.43
*
```

Properties
SMILES: CC=O.CC=O
Gap between HOMO and LUMO: 10.7 eV
Relative energy (zero: lowest compared OMol25 entry of this formula, charge and spin): 174.1 kJ/mol
HOMO: -9.7 eV
Strongest force on any atom: 2.3 eV Å⁻¹
DFT total energy: -307.64614 Eh

Results of the Mulliken charge analysis, in e, for atoms 1 through 6: -0.736, 0.146, -0.465, 0.283, 0.256, 0.214

=====

Computed, not measured: a single C6H10O molecule, with ωB97M-V/def2-TZVPD.

Structure (ORCA input):
```
! RIJCOSX wB97M-V def2-TZVPD def2/J DEFGRID3
* xyz 0 1
C -0.98 -1.56 0.62
C -0.75 -0.29 -0.20
C -0.68 1.03 0.62
C 0.68 1.66 0.35
O 0.35 1.18 -1.62
C 1.54 0.40 0.14
C 0.60 -0.11 -0.92
H -2.00 -1.55 1.03
H -0.30 -1.66 1.47
H -0.90 -2.48 0.02
H -1.53 -0.24 -0.96
H -0.70 0.86 1.70
H -1.50 1.71 0.38
H 1.17 1.62 -1.90
H 2.56 0.56 -0.21
H 1.59 -0.18 1.08
H 0.89 -0.88 -1.65
*
```

Properties
Gap between HOMO and LUMO: 8.7 eV
Relative energy (zero: lowest compared OMol25 entry of this formula, charge and spin): 356.0 kJ/mol
HOMO: -7.9 eV
Strongest force on any atom: 0.5 eV Å⁻¹
DFT total energy: -309.70678 Eh

Results of the Mulliken charge analysis, in e, for atoms 1 through 6: -1.490, 0.197, -0.513, -0.565, -0.513, -0.453

=====

Computed, not measured: a molecular structure, C28H28MoN6Si2 at a distorted geometry, with ωB97M-V/def2-TZVPD.

Structure (ORCA input):
```
! RIJCOSX wB97M-V def2-TZVPD def2/J DEFGRID3
* xyz 4 1
Mo -0.76 0.76 -0.20
C -4.36 -1.74 -0.12
C -3.38 -0.84 -0.50
N -2.33 -0.60 0.32
C -2.28 -1.25 1.51
C -3.28 -2.15 1.84
N -4.31 -2.39 1.03
C -1.10 -0.93 2.33
C -0.86 -1.38 3.59
C 0.30 -0.97 4.30
C 1.19 -0.11 3.60
C 0.90 0.30 2.33
N -0.24 -0.09 1.69
C 1.76 1.18 1.51
C 3.02 1.62 1.87
N 3.76 2.41 1.10
C 3.23 2.77 -0.07
C 1.98 2.34 -0.47
N 1.24 1.55 0.31
C 0.56 -1.40 5.65
C 1.32 -0.62 6.53
C 1.50 -1.08 7.82
N 1.03 -2.24 8.28
C 0.33 -3.00 7.42
C 0.05 -2.62 6.12
H -5.21 -1.93 -0.77
H -3.41 -0.31 -1.44
H -3.25 -2.70 2.77
H -1.57 -2.03 4.09
H 2.11 0.19 4.08
H 3.46 1.32 2.82
H 3.82 3.42 -0.71
H 1.56 2.64 -1.43
H 1.71 0.35 6.25
H 2.06 -0.49 8.54
H -0.02 -3.95 7.81
H -0.50 -3.30 5.48
C -0.18 -2.29 -1.93
Si 0.65 -0.70 -1.61
C 2.22 -0.30 -2.43
C -0.93 1.13 -2.17
C -0.95 1.02 -3.58
C -1.66 1.97 -4.26
C -2.35 3.01 -3.58
C -2.34 3.13 -2.21
C -1.59 2.15 -1.48
Si -1.37 3.06 0.31
C -0.42 4.60 0.13
C -3.00 3.00 1.14
H 0.51 -2.91 -2.51
H -1.09 -2.11 -2.52
H -0.47 -2.82 -1.02
H 2.30 -0.91 -3.33
H 3.06 -0.59 -1.78
H 2.34 0.75 -2.67
H -0.44 0.23 -4.13
H -1.73 1.93 -5.34
H -2.92 3.73 -4.16
H -2.90 3.93 -1.74
H -1.14 5.42 -0.04
H 0.30 4.58 -0.68
H 0.11 4.85 1.06
H -3.43 4.00 1.01
H -2.91 2.83 2.22
H -3.67 2.26 0.71
*
```

Properties
Gap between HOMO and LUMO: 4.1 eV
Relative energy (zero: lowest compared OMol25 entry of this formula, charge and spin): 39.5 kJ/mol
HOMO: -18.6 eV
Strongest force on any atom: 1.7 eV Å⁻¹
DFT total energy: -2057.95976 Eh

Results of the Mulliken charge analysis, in e, for atoms 1 through 6: -1.097, -0.535, -0.790, 0.624, -0.187, -0.457

=====

Computed, not measured: a molecular structure, C39H50ClN7O6PY at a distorted geometry, with ωB97M-V/def2-TZVPD.

Structure (ORCA input):
```
! RIJCOSX wB97M-V def2-TZVPD def2/J DEFGRID3
* xyz -2 1
Y 0.85 -1.59 0.13
O -1.13 -1.22 1.37
C -2.28 -1.66 1.65
C -3.05 -1.10 2.73
C -4.32 -1.52 3.00
C -4.94 -2.55 2.24
C -4.21 -3.12 1.23
C -2.91 -2.71 0.91
C -2.23 -3.43 -0.15
N -1.10 -3.23 -0.71
C -0.80 -4.24 -1.73
C 0.70 -4.41 -2.00
N 1.50 -4.05 -0.86
C 2.13 -4.97 -0.25
C 3.10 -4.74 0.83
C 3.59 -5.85 1.51
C 4.53 -5.73 2.52
C 4.99 -4.45 2.84
C 4.54 -3.34 2.17
C 3.57 -3.42 1.12
O 3.17 -2.39 0.50
H -2.57 -0.32 3.31
H -4.87 -1.06 3.82
H -5.95 -2.88 2.47
H -4.64 -3.93 0.64
H -2.82 -4.29 -0.50
H -1.28 -3.95 -2.67
H -1.22 -5.20 -1.42
H 0.99 -3.76 -2.82
H 0.88 -5.45 -2.32
H 2.01 -6.02 -0.56
H 3.21 -6.83 1.24
H 4.88 -6.61 3.06
H 5.71 -4.32 3.64
H 4.89 -2.34 2.42
O 3.88 1.93 1.51
C 3.20 0.78 1.26
O 2.98 0.39 0.15
C 2.80 0.06 2.52
C 3.38 0.37 3.73
C 3.07 -0.43 4.83
C 2.22 -1.50 4.65
C 1.67 -1.74 3.39
N 1.93 -0.94 2.36
C 0.82 -2.99 3.15
O 0.50 -3.63 4.16
O 0.58 -3.25 1.94
H 4.03 2.30 0.63
H 4.08 1.19 3.80
H 3.51 -0.22 5.80
H 1.95 -2.19 5.44
Cl 0.13 -1.32 -3.39
C 1.58 -1.26 -2.15
H 1.97 -0.26 -2.28
H 2.31 -1.95 -2.59
N 0.28 0.74 0.10
P -0.36 1.77 -0.79
N -0.97 3.05 0.19
C -1.34 2.70 1.55
C -1.21 3.93 2.45
C -2.07 5.07 1.92
C -1.73 5.36 0.45
C -1.82 4.08 -0.37
N 0.53 2.74 -1.88
C 0.98 2.18 -3.15
C 1.17 3.31 -4.16
C 2.19 4.31 -3.63
C 1.83 4.77 -2.22
C 1.58 3.57 -1.31
N -1.65 1.31 -1.78
C -2.59 0.36 -1.19
C -3.35 -0.38 -2.28
C -4.20 0.59 -3.12
C -3.59 2.00 -3.11
C -2.07 1.92 -3.04
H -0.70 1.88 1.87
H -2.38 2.34 1.59
H -0.16 4.23 2.47
H -1.51 3.67 3.47
H -1.95 5.98 2.53
H -3.12 4.78 1.98
H -0.70 5.73 0.38
H -2.39 6.13 0.04
H -1.52 4.27 -1.40
H -2.88 3.74 -0.40
H 0.30 1.42 -3.51
H 1.95 1.67 -3.02
H 0.20 3.81 -4.30
H 1.48 2.91 -5.13
H 2.30 5.17 -4.30
H 3.17 3.81 -3.59
H 0.92 5.38 -2.24
H 2.63 5.39 -1.80
H 1.28 3.89 -0.31
H 2.51 2.98 -1.21
H -3.30 0.87 -0.53
H -2.02 -0.33 -0.57
H -3.97 -1.15 -1.82
H -2.61 -0.89 -2.91
H -5.22 0.63 -2.73
H -4.27 0.23 -4.15
H -3.94 2.56 -2.24
H -3.89 2.57 -4.00
H -1.62 2.91 -3.14
H -1.72 1.32 -3.90
*
```

Properties
Gap between HOMO and LUMO: 6.1 eV
Relative energy (zero: lowest compared OMol25 entry of this formula, charge and spin): 57.8 kJ/mol
HOMO: -1.8 eV
Strongest force on any atom: 1.2 eV Å⁻¹
DFT total energy: -3191.03076 Eh

Results of the Mulliken charge analysis, in e, for atoms 1 through 6: -0.467, 0.928, 0.114, -1.095, -0.431, -0.944

=====

Computed, not measured: 13 unconnected molecules or ions with the total composition C13H52O13 at a distorted geometry, with ωB97M-V/def2-TZVPD.

Structure (ORCA input):
```
! RIJCOSX wB97M-V def2-TZVPD def2/J DEFGRID3
* xyz -1 2
C 2.66 1.91 -4.06
O 3.70 1.21 -4.67
H 2.37 1.30 -3.20
H 2.91 2.91 -3.71
H 1.75 1.99 -4.66
H 3.89 1.57 -5.54
C -1.22 0.89 -3.84
O -1.14 1.70 -5.00
H -1.73 1.42 -3.03
H -1.69 -0.06 -4.07
H -0.19 0.67 -3.56
H -0.68 1.18 -5.67
C -1.62 -2.59 3.24
O -2.51 -3.64 2.78
H -1.31 -2.08 2.33
H -2.16 -1.79 3.74
H -0.74 -2.93 3.78
H -3.27 -3.30 2.31
C -4.88 0.87 1.54
O -3.47 0.72 1.25
H -5.33 -0.12 1.48
H -5.21 1.30 2.48
H -5.26 1.43 0.68
H -3.42 0.60 0.30
C 0.61 0.30 4.85
O 1.42 -0.82 5.14
H -0.29 0.32 5.46
H 1.16 1.24 4.93
H 0.23 0.20 3.83
H 2.14 -0.81 4.51
C 2.14 -2.50 -2.58
O 1.75 -2.09 -1.26
H 1.53 -3.33 -2.94
H 2.21 -1.70 -3.32
H 3.17 -2.85 -2.69
H 1.54 -2.90 -0.79
C 3.14 -0.59 2.16
O 3.59 -0.81 3.50
H 3.98 -0.37 1.50
H 2.62 -1.49 1.83
H 2.43 0.23 2.05
H 4.18 -1.57 3.49
C -4.84 1.41 -2.19
O -3.82 0.53 -1.56
H -4.34 1.90 -3.02
H -5.67 0.75 -2.46
H -5.15 2.19 -1.50
H -3.56 -0.14 -2.20
C -1.07 2.60 2.98
O -1.99 1.56 3.25
H -0.36 2.81 3.78
H -0.50 2.33 2.09
H -1.59 3.54 2.76
H -2.47 1.37 2.45
C 5.28 -0.50 -1.82
O 5.94 -0.30 -0.55
H 4.20 -0.56 -1.68
H 5.48 0.26 -2.57
H 5.68 -1.43 -2.24
H 5.96 -1.13 -0.07
C -0.34 0.13 -0.04
O 0.95 0.42 -0.50
H -0.52 -0.94 -0.04
H -0.37 0.37 1.03
H -1.07 0.68 -0.64
H 1.31 -0.36 -0.94
C 3.46 2.59 0.13
O 2.27 2.89 -0.59
H 4.33 3.22 -0.04
H 3.34 2.48 1.21
H 3.77 1.61 -0.23
H 1.66 2.15 -0.51
C -3.91 -2.84 0.00
O -4.63 -3.16 1.20
H -2.84 -2.67 0.10
H -3.86 -3.76 -0.57
H -4.32 -1.98 -0.54
H -5.40 -3.66 0.95
*
```

Properties
<S²>: 0.7505
Gap between HOMO and LUMO (alpha / beta): 2.1 / 9.4 eV
Relative energy (zero: lowest compared OMol25 entry of this formula, charge and spin): 125.2 kJ/mol
HOMO (alpha / beta): 0.2 / -7.0 eV
Strongest force on any atom: 2.2 eV Å⁻¹
DFT total energy: -1504.33064 Eh

Results of the Mulliken charge analysis, in e, for atoms 1 through 6: -0.165, -0.436, -0.184, 0.280, 0.256, 0.231